[1]
11
Properties=species:S:1:pos:R:3:forces:R:3 method="wB97M-V/def2-TZVPD" lumo_ev=-13.69 total_charge=+2 homo_ha=-0.8204 smiles=Cc1[n+]#cc#c[nH+]1
C -0.31454 -0.62415 0.01289 -1.9 0.0 -1.1
C 1.12601 -0.28115 -0.08597 -2.7 0.8 1.1
N 1.97508 -1.25805 -0.24312 2.5 -0.3 -0.7
C 3.19112 -0.95638 -0.24468 -1.0 3.4 1.0
C 3.84668 0.16260 0.03935 -1.6 0.4 -0.3
C 2.95923 1.10701 0.18446 1.4 -3.3 -0.1
N 1.65860 1.08075 0.26150 0.3 -0.5 -0.5
H -0.38614 -1.19753 0.95092 0.1 -0.4 -0.2
H -0.75180 -1.27972 -0.88243 1.4 1.2 1.8
H -1.07146 0.17716 0.17399 1.0 0.0 -0.3
H 1.06686 1.92481 0.54176 0.4 -1.3 -0.6

=====

[2]
12
Properties=species:S:1:pos:R:3:forces:R:3 method="wB97M-V/def2-TZVPD" lumo_ev=-2.16 total_charge=0 homo_ha=-0.3711
H -1.33896 -1.06156 -2.22110 -1.4 0.9 -1.6
N -0.71188 -1.30568 -1.51689 2.8 1.6 4.2
C -0.40041 -0.24650 -0.77718 -1.7 -2.9 -4.2
N -0.98744 1.00021 -1.04193 0.3 0.0 2.5
C -0.71021 1.64445 0.08916 -3.1 2.8 -5.5
C 0.20952 1.04874 0.93821 2.2 -0.9 2.5
C 0.46835 -0.17659 0.38582 0.4 1.4 0.9
C 1.23246 -1.34675 0.69929 2.0 -3.9 2.7
O 2.31254 -1.51977 1.36595 -4.6 1.1 -3.0
H -1.16427 2.64863 -0.08036 0.7 -0.4 1.8
H 0.61222 1.58129 1.84684 -0.3 -1.1 -1.1
H 0.47808 -2.26647 0.31219 2.6 1.6 0.9

=====

[3]
12
Properties=species:S:1:pos:R:3:forces:R:3 method="wB97M-V/def2-TZVPD" lumo_ev=-0.18 total_charge=0 homo_ha=-0.3652 smiles="O=C1Cn2nccc21"
O -2.79942 -0.75510 -0.19394 4.4 1.9 1.7
C -1.68824 -0.24319 0.10086 -2.7 -1.8 -1.6
C -1.19902 1.23500 0.07845 0.1 0.3 0.3
N 0.18054 0.65360 0.04969 -0.9 1.0 -1.2
N 1.51363 0.96129 -0.16660 -2.7 -3.5 0.7
C 1.93973 -0.37142 -0.11924 3.4 2.4 0.1
C 1.00828 -1.29443 0.11370 -2.9 0.0 -0.8
C -0.22850 -0.66203 0.06333 1.4 2.0 1.3
H -1.58550 1.56339 -0.89339 0.4 0.9 0.3
H -1.32162 1.90487 0.96046 -0.4 -0.5 -0.9
H 2.99841 -0.71842 -0.14479 -0.8 1.2 -0.2
H 1.18171 -2.27356 0.15148 0.7 -3.7 0.2

=====

[4]
13
Properties=species:S:1:pos:R:3:forces:R:3 method="wB97M-V/def2-TZVPD" lumo_ev=-0.23 total_charge=0 homo_ha=-0.3477
C -0.67070 1.05425 0.37196 4.0 -0.6 2.1
C 0.33198 -0.78265 -0.09821 0.0 3.9 1.5
C 0.42020 1.69035 1.04317 1.0 -0.9 0.1
C -1.62114 0.99792 -0.40775 -4.0 -1.3 -2.5
C -0.35428 -1.79226 -0.79072 1.6 -0.7 -5.1
N 1.36398 -0.40217 0.41175 1.4 -1.7 -0.3
N 1.53828 0.71939 1.04712 -3.3 1.1 -0.1
O -2.53706 0.67651 -1.08438 0.7 0.8 0.3
O 0.65250 2.73478 1.60647 -0.7 -0.1 -0.5
H 0.22988 -2.74378 -0.84202 -1.0 0.5 0.8
H -1.36551 -1.72442 -0.56568 -1.9 -0.9 0.8
H -0.38058 -1.54290 -1.97725 0.2 -0.1 2.5
H 2.39245 1.11499 1.28555 2.0 0.1 0.3

=====

[5]
17
Properties=species:S:1:pos:R:3:forces:R:3 method="wB97M-V/def2-TZVPD" multiplicity=2 lumo_ev="-14.34 / -15.31" total_charge=+3 homo_ha="-0.8238 / -0.8237"
Yb 0.26471 -0.09124 -0.28557 3.8 -3.3 -5.7
O 3.29911 0.05470 -2.64196 -3.5 -0.1 2.8
C 2.40296 0.02923 -1.92740 3.4 0.1 -2.7
C -1.65148 0.89054 -0.49596 -9.0 5.0 -2.8
O -2.68301 1.36200 -0.81598 6.0 -2.8 2.1
C 0.17611 -0.84984 1.73494 1.1 -4.6 9.6
O 0.24722 -1.42606 2.76024 -0.6 3.5 -6.0
C 0.58445 1.64696 0.80393 3.2 10.8 5.8
O 0.94458 2.64724 1.28786 -2.2 -5.7 -2.6
N -3.44130 -2.81855 0.57834 -0.1 -0.1 -0.1
C -2.40991 -2.83449 -0.25915 -4.1 -4.7 -0.4
N -2.14639 -3.75860 -1.18257 -0.3 -0.2 0.1
S -1.36957 -1.65996 -0.18340 3.0 3.0 0.0
H -4.12224 -3.57194 0.54184 -0.1 0.0 0.1
H -3.61869 -2.07683 1.29229 0.4 -0.9 -1.0
H -1.32352 -3.74007 -1.82652 -1.1 0.1 1.0
H -2.77571 -4.54824 -1.28838 0.0 -0.1 -0.1

=====

[6]
14
Properties=species:S:1:pos:R:3:forces:R:3 method="wB97M-V/def2-TZVPD" lumo_ev="-7.01 / -7.00" total_charge=+1 homo_ha="-0.5148 / -0.5149"
O 3.27256 -1.43882 -0.87420 0.7 -0.5 -0.5
N 3.02179 -0.53354 -0.22710 1.0 -3.3 -1.8
C 2.57795 0.42782 0.32598 -3.7 3.5 1.8
N 1.44599 1.05244 -0.18614 1.7 -0.2 -0.4
C 0.24722 0.59596 -0.09255 2.1 -0.6 0.1
N -0.66273 1.31150 -0.66109 -1.1 1.8 -0.9
C -1.84255 0.87277 -0.68239 -4.2 -1.1 0.6
C -2.28253 -0.52342 -0.23563 2.9 2.6 0.2
C -1.27858 -1.06439 0.48756 -1.3 2.1 -1.3
O -0.06755 -0.47819 0.61262 0.9 -0.9 0.3
H 2.84613 0.73289 1.29117 1.4 0.4 1.2
H -2.61507 1.67099 -0.82081 0.4 -1.1 -0.5
H -3.28999 -0.84483 -0.14199 -0.6 -0.2 -0.4
H -1.37264 -1.78116 1.20457 -0.3 -2.3 1.5

=====

[7]
15
Properties=species:S:1:pos:R:3:forces:R:3 method="wB97M-V/def2-TZVPD" lumo_ev=-1.79 total_charge=0 homo_ha=-0.3091
C -1.20478 -0.24117 1.57923 -2.8 0.8 -0.7
C 0.08245 0.19409 1.83600 2.1 0.4 -1.2
C 0.38266 -0.29117 -1.93679 -0.4 0.6 -2.0
C 1.52288 -1.04694 -1.86951 -0.4 0.1 -0.7
C 0.19836 -0.96810 0.17779 0.9 1.3 -1.7
N -0.31765 -0.29729 -0.81324 0.2 -0.5 1.9
N -1.78327 0.75046 0.88530 -3.7 -2.4 0.3
N 0.17504 1.43844 1.32538 3.9 0.8 1.1
N -0.91271 1.71919 0.68674 0.7 -2.4 1.9
S 1.83448 -1.65905 -0.33817 -1.9 0.4 1.3
S -1.07760 2.94966 -0.28898 -0.5 1.6 -1.0
H -1.74586 -1.13031 1.90342 0.2 0.5 -0.2
H 0.89966 -0.26743 2.36472 -0.1 0.3 0.4
H -0.04345 0.34710 -2.80573 1.0 -1.6 1.4
H 1.98978 -1.49749 -2.70617 0.9 0.1 -0.7

=====

[8]
12
Properties=species:S:1:pos:R:3:forces:R:3 method="wB97M-V/def2-TZVPD" lumo_ev=4.17 total_charge=-1 homo_ha=-0.0967
C -0.85260 0.48986 0.95123 0.4 0.6 0.1
C -1.28227 -0.71434 0.33631 -0.7 0.1 0.6
C 0.28064 1.17285 0.65299 -0.5 0.0 0.4
C 1.23964 0.75472 -0.31150 0.8 0.6 -0.1
C -0.66245 -1.43079 -0.61447 1.6 -0.6 -1.5
N 1.13213 -0.35768 -0.96077 -1.6 -1.3 0.1
O 1.98522 -0.80389 -1.79020 -0.2 0.2 0.2
O -0.69090 -2.39018 -1.32759 0.1 0.8 0.6
H -1.50975 0.89478 1.71692 0.0 0.0 -0.1
H -2.24652 -1.10653 0.66258 0.1 -0.1 -0.2
H 0.49213 2.09910 1.17599 0.0 0.0 0.0
H 2.11472 1.39211 -0.49149 -0.1 -0.3 -0.1

=====

[9]
16
Properties=species:S:1:pos:R:3:forces:R:3 method="wB97M-V/def2-TZVPD" lumo_ev=2.32 total_charge=-1 homo_ha=-0.2195
C 0.39561 -1.41143 -0.90748 -0.2 -0.9 -3.6
C 1.11640 -0.32684 -0.32161 1.4 2.8 1.4
C 0.86336 -0.01234 0.98329 0.5 -0.7 -0.3
C 1.98821 0.61036 -1.08221 -0.2 0.5 -1.1
C -2.57163 1.51236 0.15178 -0.5 0.0 -1.4
N -0.31503 -2.11527 -0.13325 -0.5 -0.9 0.1
O 2.04668 0.59907 -2.28918 0.2 0.0 -0.1
O 2.66357 1.56591 -0.36960 -0.4 -1.5 -0.5
O 0.48861 -2.30485 2.36212 -1.1 1.7 -2.0
O -1.51841 -0.90717 1.74785 1.6 -0.7 -0.4
S -3.87338 1.99499 -0.75481 1.6 -0.4 1.3
S -0.15993 -1.37114 1.39863 -1.0 -1.0 2.8
H 0.41948 -1.57343 -2.09553 0.0 0.1 2.8
H -2.55098 0.57800 0.73306 -0.3 0.5 0.0
H -1.56513 1.98362 0.06580 -0.9 0.0 0.1
H 2.57255 1.17815 0.51115 -0.1 0.6 1.0

=====

[10]
11
Properties=species:S:1:pos:R:3:forces:R:3 method="wB97M-V/def2-TZVPD" lumo_ev=0.46 total_charge=0 homo_ha=-0.3131
O 0.92319 -2.77098 1.00852 -0.3 0.7 -0.3
C 0.45971 -1.80013 0.66076 0.5 -1.7 0.0
C 0.29768 0.09840 -1.63612 0.0 0.1 0.1
C -0.50001 0.79237 -0.82048 0.1 -0.1 -0.1
C -0.45273 0.93693 0.63818 0.1 0.0 0.1
C -0.05126 0.17440 1.64317 0.0 0.4 0.9
O 0.22565 -0.26243 2.69775 -0.2 0.5 -0.8
H 1.16052 -0.45748 -1.28571 -0.1 0.1 -0.1
H 0.10712 0.07333 -2.70549 0.0 0.1 0.2
H -1.30250 1.37365 -1.27484 0.1 -0.1 0.1
H -0.86736 1.84195 1.07426 -0.1 0.1 -0.1

=====

[11]
11
Properties=species:S:1:pos:R:3:forces:R:3 method="wB97M-V/def2-TZVPD" lumo_ev="-1.03 / -1.16" total_charge=0 homo_ha="-0.2768 / -0.2834"
O 1.98823 -1.57895 0.23169 -0.5 0.8 0.0
C 1.34962 -0.60268 0.06704 0.4 -0.6 0.3
C 1.21906 0.78055 0.14065 -0.1 0.0 -0.2
C -0.10059 1.21517 0.05343 0.1 0.0 0.0
C -1.09073 0.26595 -0.20876 -0.1 0.0 -0.1
C -0.70886 -1.13138 -0.24947 0.2 -0.4 -0.2
O -0.65180 -2.31345 -0.50342 -0.2 0.6 -0.1
H 2.07052 1.43273 -0.03114 -0.1 -0.1 0.0
H -0.37686 2.25528 0.19151 0.0 -0.1 -0.1
H -2.13563 0.54338 -0.34273 0.1 -0.1 0.1
H -1.56297 -0.86659 0.65120 0.1 0.0 0.2

=====

[12]
11
Properties=species:S:1:pos:R:3:forces:R:3 method="wB97M-V/def2-TZVPD" lumo_ev=-0.05 total_charge=0 homo_ha=-0.3184
O -1.76157 0.09565 1.67120 0.6 0.2 -0.5
C -0.96685 0.61412 1.00393 -0.8 1.1 1.4
C -0.06867 1.36697 0.38071 -0.3 0.0 0.0
C 0.92997 0.72836 -0.45087 -0.2 -0.4 -0.2
C 0.74547 -0.55684 -0.78066 0.1 0.1 -0.2
C -0.43572 -1.34721 -0.31684 0.2 -1.0 -0.6
O -1.56838 -1.41821 -0.73979 0.9 0.4 0.0
H -0.16190 2.42662 0.57267 0.0 0.0 -0.1
H 1.82649 1.28628 -0.72514 -0.2 -0.3 0.2
H 1.55337 -1.19680 -1.12225 0.0 0.2 -0.3
H -0.09221 -1.99893 0.50707 -0.4 -0.4 0.2

=====

[13]
11
Properties=species:S:1:pos:R:3:forces:R:3 method="wB97M-V/def2-TZVPD" lumo_ev=0.38 total_charge=0 homo_ha=-0.3462 smiles="O=c1cccco1"
O -1.49879 1.38826 -0.92183 3.2 -1.6 2.4
C -0.57073 0.71285 -0.33664 -13.4 -1.1 -1.0
C -1.07189 -0.56887 0.44719 -2.0 4.9 -1.6
C -0.18126 -1.38018 0.84401 2.6 -4.9 4.1
C 1.21651 -1.08603 0.66244 -1.4 1.8 -1.5
C 1.50755 -0.01131 -0.04659 0.9 1.1 -1.3
O 0.58835 0.88181 -0.60053 7.0 0.2 -0.4
H -2.13671 -0.55460 0.67976 0.4 -0.2 -0.4
H -0.33911 -2.30883 1.54917 -0.3 1.8 -1.7
H 1.97236 -1.66351 1.03852 1.7 -1.4 0.8
H 2.38591 0.36760 -0.51102 1.3 -0.5 0.7

=====

[14]
11
Properties=species:S:1:pos:R:3:forces:R:3 method="wB97M-V/def2-TZVPD" lumo_ev=-0.96 total_charge=0 homo_ha=-0.3222
C 1.11152 -0.33992 -0.09286 -2.8 0.5 1.7
C -0.75175 0.44757 -0.41003 2.5 -0.6 -1.0
C 2.37058 -0.59842 -0.38554 -2.5 0.1 0.7
C 0.11922 1.40725 -0.54581 -0.4 -0.2 -1.1
C -1.70232 -0.28128 0.38277 -0.2 0.4 0.1
O 3.45452 -0.95359 -0.54119 0.8 0.1 -0.4
O 0.70185 2.29421 -1.02575 0.5 1.2 0.3
H 0.53881 -0.44508 0.88705 2.6 -0.6 -1.0
H -2.55887 0.33537 0.62318 0.0 0.2 0.4
H -2.06192 -1.13335 -0.10364 -0.8 -1.2 -1.4
H -1.22162 -0.73276 1.21182 0.2 0.1 1.6

=====

[15]
11
Properties=species:S:1:pos:R:3:forces:R:3 method="wB97M-V/def2-TZVPD" lumo_ev=0.19 total_charge=0 homo_ha=-0.3376 smiles="O=c1cccco1"
O 2.16070 -1.34851 0.09658 -0.4 0.3 -0.1
C 1.14054 -0.71858 0.00861 0.2 -0.1 0.0
C 1.00060 0.73003 -0.06838 -0.1 0.0 0.0
C -0.21713 1.31107 -0.11854 0.1 -0.1 0.0
C -1.40826 0.50768 -0.08800 0.1 -0.1 0.0
C -1.25856 -0.82658 -0.02889 -0.1 0.2 0.0
O -0.05990 -1.43469 -0.02272 0.1 0.1 0.1
H 1.92240 1.30130 -0.06004 -0.1 -0.1 0.0
H -0.30532 2.39324 -0.16435 0.0 -0.1 0.0
H -2.39615 0.95073 -0.08989 0.1 -0.1 0.0
H -2.07099 -1.54196 0.04207 0.1 0.1 -0.1

=====

[16]
11
Properties=species:S:1:pos:R:3:forces:R:3 method="wB97M-V/def2-TZVPD" lumo_ev=-0.80 total_charge=0 homo_ha=-0.3670
C 3.33914 0.75622 -0.00306 -2.6 4.0 1.0
C 2.60354 1.77298 0.26797 1.2 -1.3 -0.3
C 4.08813 -0.23587 -0.19986 2.5 -3.8 -0.9
C 0.51302 -0.73225 0.15632 -3.6 -0.1 0.6
C -0.01335 0.41337 -0.54969 2.3 -0.4 -4.9
O 4.76807 -1.15173 -0.40495 -0.9 1.3 0.4
O 1.39079 -1.46500 -0.10787 2.7 -1.1 -0.6
H -0.28998 -1.03548 0.81495 -0.1 -0.7 1.6
H -0.90403 0.06002 -1.11717 0.5 -0.1 0.3
H 0.77641 0.71163 -1.33154 -1.4 0.1 1.0
H -0.34488 1.20562 -0.00385 -0.6 2.2 1.9

=====

[17]
11
Properties=species:S:1:pos:R:3:forces:R:3 method="wB97M-V/def2-TZVPD" lumo_ev=0.80 total_charge=0 homo_ha=-0.3315 smiles="O[C@@]12C=C1C=CO2"
O -1.99114 -0.01922 0.07793 -0.1 0.0 0.0
C -0.69892 0.48352 0.14328 0.1 0.0 0.1
C -0.00542 0.94208 1.31094 0.0 -0.2 -0.1
C 0.44339 -0.19942 0.79153 0.0 0.1 0.2
C 1.11011 -0.93310 -0.24992 -0.1 0.0 -0.2
C 0.68432 -0.29942 -1.37762 0.2 -0.1 0.0
O -0.27164 0.64433 -1.22131 0.1 0.0 0.1
H -2.24234 -0.16118 0.99541 -0.3 0.0 0.0
H 0.07716 1.67826 2.10215 0.2 -0.1 -0.2
H 1.83235 -1.73688 -0.18370 -0.1 0.3 -0.1
H 1.06212 -0.39897 -2.38869 0.0 0.0 0.1

=====

[18]
12
Properties=species:S:1:pos:R:3:forces:R:3 method="wB97M-V/def2-TZVPD" lumo_ev=-1.02 total_charge=0 homo_ha=-0.3795
C 1.53114 -2.02831 1.27540 0.4 0.3 0.0
C 0.91801 -0.99214 0.27715 -0.1 -0.4 1.3
C 0.56628 0.06821 -0.24881 -1.9 -1.5 0.1
C -0.57082 1.08899 -0.37077 3.4 -3.1 -0.1
C -1.54770 1.15573 -1.52949 1.8 0.5 -5.0
H 2.59377 -1.29282 1.39940 -2.7 -3.1 0.4
H 0.69539 -2.13502 2.60878 2.7 0.5 -4.3
H 1.72331 -3.45855 0.72158 -0.5 4.8 1.8
H -1.77480 2.85025 -0.58951 -2.6 -2.7 -2.6
O -0.52331 1.91523 0.47687 -1.1 2.3 0.9
O -2.36706 2.23173 -1.38293 2.9 0.8 2.4
O -1.24420 0.59670 -2.63766 -2.1 1.7 5.0

=====

[19]
12
Properties=species:S:1:pos:R:3:forces:R:3 method="wB97M-V/def2-TZVPD" lumo_ev=0.44 total_charge=0 homo_ha=-0.3677 smiles="O=C1O[C@H]2C=CO[C@@H]12"
O -1.62582 2.58612 -0.71774 4.4 -7.3 2.1
C -1.02257 1.42893 -0.44163 -4.5 3.6 -3.4
O -0.86448 0.35965 -1.34364 0.1 1.9 -1.4
C -0.49285 -0.63151 -0.32525 -0.1 -2.2 -3.6
C 0.97613 -1.16089 -0.36875 -3.3 -1.0 -3.5
C 1.52667 -0.32070 0.41451 4.8 1.4 6.5
O 0.71651 0.64457 1.05534 1.1 -0.9 -0.3
C -0.65162 0.42000 0.64038 0.3 3.6 6.3
H -1.11867 -1.47050 -0.55525 -0.9 -0.3 0.8
H 1.26530 -1.93354 -1.15807 -0.1 1.2 1.9
H 2.57623 -0.51029 1.13660 -2.9 1.2 -2.9
H -1.28485 0.58817 1.66351 1.2 -1.2 -2.6

=====

[20]
15
Properties=species:S:1:pos:R:3:forces:R:3 method="wB97M-V/def2-TZVPD" lumo_ev=6.52 total_charge=-2 homo_ha=0.0407
C -0.63181 0.07944 -1.13117 1.9 1.4 -0.1
C -2.26064 -1.85960 0.42272 -0.6 -1.4 -0.1
C -2.86627 0.61388 0.07676 -1.9 1.6 -1.7
C 0.96981 0.29365 -0.81093 -0.2 1.3 0.2
C -1.43076 0.45969 -0.05685 0.8 -1.1 1.8
O -3.08542 -2.19544 -0.35364 0.4 0.6 -0.3
O -3.21231 1.07454 1.22270 -0.2 0.2 1.2
O -0.86979 -0.24953 -2.31874 -0.2 -0.2 0.7
O -1.63088 -2.12378 1.38604 0.8 0.6 0.5
O -3.66326 0.50613 -0.88004 0.2 -0.3 0.0
O -0.82647 0.87996 1.17806 -1.2 0.4 -0.6
H 1.29982 -0.37067 0.01977 -0.1 0.3 -0.7
H 1.37184 1.39204 -0.50876 -1.4 -2.3 -0.6
H 1.38842 0.06157 -1.80308 0.3 -0.2 0.5
H -1.76920 1.22330 1.60944 1.4 -1.0 -0.8